The following is a quantum chemistry calculation of the molecule C3H3NOS, from the OMol25 dataset.

Results
E ... -17524.3752 eV
Energy above the lowest of the compared OMol25 structures with the same formula, charge and spin ... 729.93 kJ/mol
Frontier orbital gap (alpha / beta) ... 6.69 / 8.19 eV
E_HOMO (alpha / beta) ... -0.340 / -0.343 Ha

Last column: Mulliken charge in e.
Element x y z (Å)
C 0.34317 0.52165 1.08411  -0.077
C -0.79761 0.41583 0.28271  -0.350
C 1.47009 -0.10183 0.91454  -0.404
N 0.59663 -1.40299 -1.33906  -0.489
O -1.74808 -0.65987 -2.03970  -0.529
S -0.60070 -0.48980 -1.20405  0.726
H 0.16251 0.92709 2.00030  0.359
H -1.62717 1.12203 0.10291  0.358
H 2.20116 -0.33212 0.19826  0.404

The following is a quantum chemistry calculation of a cluster of 2 separate species, C3H3NOS in total, from the OMol25 dataset.

Results
E ... -17528.1440 eV
Energy above the lowest of the compared OMol25 structures with the same formula, charge and spin ... 366.30 kJ/mol
Frontier orbital gap ... 7.69 eV
E_HOMO ... -0.342 Ha

Last column: Mulliken charge in e.
Element x y z (Å)
C 0.04216 3.63113 -2.22594  -0.230
C -1.40193 1.39023 -1.64487  0.753
C -0.21162 0.05763 0.33565  -0.980
N 0.12821 4.75345 -2.41269  -0.463
O -2.36665 1.26319 -2.27571  -0.221
S -0.10238 1.66216 -0.73201  0.142
H -0.93661 0.19374 1.18047  0.320
H 0.75045 -0.28514 0.68800  0.339
H -0.62243 -0.63398 -0.27359  0.339

The following is a quantum chemistry calculation of a structure of composition C3H3NOS, from the OMol25 dataset.

Results
E ... -17528.1366 eV
Energy above the lowest of the compared OMol25 structures with the same formula, charge and spin ... 367.01 kJ/mol
Frontier orbital gap (alpha / beta) ... 7.68 / 7.68 eV
E_HOMO (alpha / beta) ... -0.318 / -0.318 Ha

Last column: Mulliken charge in e.
Element x y z (Å)
C -0.05756 -0.96495 0.12670  0.009
C 0.06774 0.33812 -0.27951  -0.014
C -0.05047 1.40650 -1.27386  0.074
N 0.34491 -1.13791 1.41743  -0.248
O 0.29525 2.55972 -1.17954  -0.463
S 0.66402 0.42621 2.04703  -0.184
H -0.41152 -1.66619 -0.56708  0.368
H -0.61431 0.87993 -2.10836  0.192
H -0.23806 -1.84144 1.81719  0.266